Here is C45H53AsBrGeN8O2PRbS4 as an isolated structure from OMol25. Energies are from ωB97M-V/def2-TZVPD.

Output
Charge: -1
HOMO level in eV: -4.684
2S+1: 1
Relative energy (zero: lowest compared OMol25 entry of this formula, charge and spin) in kcal/mol: 5.7
Frontier orbital gap in eV: 6.3
DFT total energy in Ha: -11180.174721
Maximum force in hartree/bohr: 0.00615

Cartesian coordinates (Å):
1 Rb -0.47 0.65 0.88
2 C -0.54 -1.09 -3.36
3 O -1.28 -1.56 -2.26
4 C -0.55 -2.55 -1.55
5 C -1.37 -3.11 -0.42
6 O -1.58 -2.14 0.58
7 C -2.15 -2.71 1.74
8 H -0.26 -1.93 -4.02
9 H 0.37 -0.57 -3.04
10 H -1.16 -0.39 -3.91
11 H 0.39 -2.13 -1.17
12 H -0.30 -3.38 -2.23
13 H -0.84 -3.97 -0.01
14 H -2.33 -3.47 -0.82
15 H -3.15 -3.11 1.51
16 H -2.22 -1.95 2.51
17 H -1.51 -3.51 2.13
18 N -3.67 3.91 0.32
19 C -2.37 4.38 0.16
20 C -2.21 5.78 0.06
21 C -0.95 6.28 -0.15
22 C 0.12 5.41 -0.26
23 C -0.14 4.06 -0.16
24 N -1.36 3.54 0.05
25 C -4.18 2.65 0.66
26 C -5.56 2.58 0.88
27 C -6.11 1.38 1.27
28 C -5.28 0.28 1.42
29 C -3.94 0.45 1.15
30 N -3.39 1.60 0.77
31 H -4.36 4.64 0.37
32 H -3.07 6.43 0.15
33 H -0.80 7.35 -0.22
34 H 1.13 5.76 -0.43
35 H 0.66 3.33 -0.26
36 H -6.18 3.47 0.77
37 H -7.17 1.31 1.46
38 H -5.66 -0.67 1.76
39 H -3.26 -0.39 1.27
40 S -3.06 -0.32 4.78
41 As -1.48 1.00 5.00
42 S 0.77 -1.72 3.23
43 S -1.25 2.51 3.60
44 S -0.23 0.92 6.63
45 Br -3.59 4.10 -5.33
46 C -2.49 3.18 -4.09
47 C -3.06 2.35 -3.15
48 C -2.20 1.71 -2.26
49 N -0.88 1.87 -2.27
50 C -0.36 2.66 -3.20
51 C -1.12 3.36 -4.14
52 H -4.12 2.17 -3.09
53 H -2.60 1.06 -1.50
54 H 0.72 2.77 -3.19
55 H -0.66 4.00 -4.87
56 N -4.90 -0.17 -2.30
57 C -4.67 -1.29 -2.39
58 C -4.38 -2.70 -2.50
59 C -4.92 -3.58 -1.57
60 C -4.59 -4.92 -1.62
61 C -3.73 -5.39 -2.60
62 C -3.20 -4.51 -3.54
63 C -3.52 -3.16 -3.49
64 H -5.57 -3.20 -0.79
65 H -5.00 -5.60 -0.88
66 H -3.46 -6.43 -2.63
67 H -2.52 -4.87 -4.30
68 H -3.09 -2.47 -4.20
69 Ge 2.08 -2.14 1.61
70 C 1.80 -3.94 0.84
71 C 1.18 -4.92 1.61
72 C 0.92 -6.18 1.09
73 C 1.28 -6.48 -0.22
74 C 1.90 -5.52 -1.00
75 C 2.16 -4.26 -0.47
76 C 4.00 -1.99 2.03
77 C 4.99 -2.41 1.14
78 C 6.34 -2.25 1.44
79 C 6.71 -1.67 2.65
80 C 5.74 -1.25 3.54
81 C 4.39 -1.42 3.24
82 H 1.92 -1.23 0.33
83 H 0.88 -4.67 2.62
84 H 0.44 -6.93 1.70
85 H 1.07 -7.46 -0.63
86 H 2.18 -5.75 -2.02
87 H 2.63 -3.51 -1.10
88 H 4.71 -2.88 0.20
89 H 7.09 -2.59 0.74
90 H 7.76 -1.54 2.88
91 H 6.03 -0.80 4.49
92 H 3.63 -1.12 3.94
93 N 3.42 5.38 2.91
94 C 3.00 4.07 3.13
95 C 2.39 3.33 2.12
96 N 2.00 2.08 2.30
97 C 2.22 1.55 3.50
98 C 2.83 2.29 4.50
99 N 3.23 3.54 4.33
100 H 2.82 5.91 2.29
101 H 3.58 5.87 3.78
102 H 2.22 3.78 1.15
103 H 1.86 0.54 3.67
104 H 2.99 1.85 5.48
105 C 4.11 3.25 -1.04
106 P 3.07 1.74 -1.30
107 C 4.22 0.49 -0.61
108 C 3.40 1.50 -3.10
109 H 5.09 3.14 -1.52
110 H 4.25 3.41 0.03
111 H 3.61 4.12 -1.46
112 H 5.24 0.64 -0.97
113 H 3.88 -0.50 -0.88
114 H 4.21 0.55 0.48
115 H 4.47 1.40 -3.30
116 H 3.02 2.36 -3.66
117 H 2.89 0.61 -3.46